# C15H30NO8P

3 unconnected molecules or ions with the total composition C15H30NO8P in a non-equilibrium geometry (wB97M-V/def2-TZVPD, OMol25).

XYZ file:
```
55
Properties=species:S:1:pos:R:3:forces:R:3
C -2.42293 -0.55812 -2.43952 0.0 0.0 -0.1
C -1.44511 -0.69714 -1.29476 -0.2 -0.2 0.3
O -0.08383 -0.94920 -1.68273 -0.5 0.1 0.0
P 0.70893 -0.12179 -2.77213 0.5 0.1 0.1
C 0.34824 1.62598 -2.66710 -0.3 -0.2 -0.7
C 0.37298 -0.68242 -4.44035 -0.5 0.1 -0.2
C 0.66344 -2.15849 -4.71871 0.1 0.0 -0.2
C -0.22825 -3.15282 -3.99380 -0.4 -0.1 0.1
N 0.24133 -3.70435 -2.81295 0.5 -0.2 -0.6
O -1.32346 -3.44441 -4.44073 0.3 0.0 0.1
C 2.54398 -0.38138 -2.43922 -0.2 0.0 -0.1
O 3.18269 -0.28811 -3.47928 0.3 0.0 -0.5
O 2.77081 -0.54918 -1.25919 0.4 -0.2 1.0
H -2.32820 0.39068 -2.96964 0.1 0.0 0.0
H -3.43355 -0.60633 -2.03417 0.0 0.0 0.0
H -2.30742 -1.38187 -3.14417 0.0 0.0 0.0
H -1.46420 0.16570 -0.62504 0.1 0.1 -0.1
H -1.72610 -1.56487 -0.69869 0.1 0.0 0.0
H -0.28199 1.92252 -3.50779 -0.1 0.0 0.1
H -0.13138 1.85492 -1.72108 0.1 0.2 0.1
H 1.29405 2.15360 -2.76090 0.0 0.1 0.3
H 1.03758 -0.06971 -5.05443 0.1 0.0 0.0
H -0.64978 -0.42480 -4.72804 0.0 -0.1 0.0
H 0.44497 -2.32759 -5.77315 0.1 0.0 0.0
H 1.72166 -2.37400 -4.56723 0.0 0.1 0.2
H 0.07175 -4.69909 -2.74889 -0.4 0.1 0.3
H 1.20300 -3.48196 -2.59310 0.0 0.0 0.1
O 2.05349 3.74710 -1.27543 0.0 0.3 0.0
C 2.15280 3.38194 -0.13371 0.0 -0.2 0.0
O 1.34281 2.38743 0.27724 0.0 0.0 0.0
C 1.50839 1.72565 1.54177 0.0 -0.1 0.1
C 0.82327 2.45011 2.67747 0.0 0.2 -0.1
C 3.11768 4.02024 0.83408 0.1 -0.1 0.0
H 2.56574 1.54942 1.73540 0.0 0.0 0.0
H 1.05676 0.74664 1.38726 0.0 0.0 0.0
H 1.24495 3.44296 2.84017 0.0 0.0 0.0
H 0.92523 1.87550 3.59682 0.0 0.0 0.0
H -0.23830 2.57599 2.45916 0.0 0.0 0.0
H 2.64889 4.91598 1.24072 0.0 0.0 0.0
H 4.00180 4.31377 0.27503 0.0 0.1 0.0
H 3.42086 3.37786 1.65521 -0.1 0.0 0.0
O 0.66192 0.04746 4.97525 0.0 -0.1 0.0
C -0.32970 -0.51947 4.60584 0.0 -0.1 0.1
O -1.45850 0.20524 4.46165 0.0 0.0 -0.1
C -2.65719 -0.33277 3.89366 -0.1 0.0 0.0
C -3.49784 -1.07002 4.91422 0.1 0.0 0.1
C -0.35459 -2.01069 4.36382 0.0 0.1 -0.2
H -2.42419 -0.95413 3.02756 0.0 0.0 0.0
H -3.19335 0.53991 3.52465 0.0 0.0 0.0
H -2.97647 -1.94005 5.31301 0.0 0.0 0.0
H -4.42971 -1.40793 4.46067 0.0 0.0 0.0
H -3.73476 -0.41074 5.74866 0.0 0.0 0.0
H -0.50277 -2.50723 5.32227 0.0 0.0 0.0
H 0.61639 -2.30079 3.97182 0.0 0.0 0.1
H -1.12283 -2.34518 3.67252 0.0 0.0 0.1
```
Positions in Å, forces in eV/Å.

Properties
HOMO energy: -0.317 hartree
Kohn-Sham gap: 8.88 eV
E: -43201.583 eV
Strongest force on any atom: 1.0 eV/A